Formula: C41H37BCaN4O7S2Se
Source: the Open Molecules 2025 dataset
Level of theory: the ωB97M-V functional and the def2-TZVPD basis

The calculation puts the energy at -6230.95499 a.u. The net charge is -2. As for the energy above the lowest of the compared OMol25 structures with the same formula, charge and spin: 0.0 kcal per mole. As for the HOMO energy: -2.49 eV.

```
94
Properties=species:S:1:pos:R:3:forces:R:3
Ca -0.014510 0.707731 -1.010074 0.32 -0.22 -0.28
O -1.573678 4.546018 -2.279686 -0.02 0.00 0.02
C -0.924679 3.590616 -1.864341 0.02 0.09 0.01
O -1.423223 2.490095 -1.425183 -0.08 -0.06 0.15
C 0.663481 3.659564 -1.810934 -0.03 0.05 0.02
O 1.222288 4.705358 -2.123322 -0.02 -0.01 0.00
O 1.220441 2.581388 -1.404545 -0.06 -0.11 0.09
S 0.174075 -0.071202 -3.897812 0.04 0.05 -0.03
C -0.057791 -1.590221 -3.202876 -0.02 -0.04 0.03
N 0.016534 -1.855159 -1.917687 -0.07 -0.07 0.03
C -0.174278 -3.192409 -1.646677 0.00 0.01 -0.02
C -0.078434 -3.777653 -0.382843 -0.01 0.02 -0.01
C -0.330471 -5.131614 -0.245942 0.00 -0.02 0.00
C -0.667839 -5.919127 -1.349341 0.00 0.01 0.00
C -0.730908 -5.356937 -2.616820 0.00 -0.01 0.00
C -0.471204 -4.000914 -2.760424 -0.02 0.00 0.00
S -0.440518 -3.017875 -4.189975 0.01 -0.01 -0.01
H 0.212754 -3.156691 0.454838 -0.01 0.00 0.01
H -0.258469 -5.589345 0.733868 0.00 0.00 0.00
H -0.865556 -6.976729 -1.220066 0.00 0.00 0.00
H -0.972297 -5.966284 -3.479863 0.00 0.00 0.00
C -3.410569 -2.781293 -0.925683 0.01 0.01 0.02
C -3.553528 -2.117599 -2.267423 0.01 0.02 -0.01
C -4.039423 -2.818953 -3.361324 0.00 0.01 -0.01
C -4.212536 -2.187422 -4.582820 0.00 -0.01 -0.01
C -3.905242 -0.843666 -4.707319 0.01 0.00 0.00
C -3.412750 -0.098562 -3.637663 0.01 0.01 0.00
C -3.084777 1.354307 -3.828710 0.01 0.03 0.00
C -3.234452 -0.760693 -2.418710 0.00 -0.06 0.02
N -2.697399 -0.132662 -1.263525 -0.04 -0.04 -0.03
C -3.403168 0.650022 -0.564148 0.02 0.09 0.05
C -4.781548 1.131680 -0.921058 -0.02 0.00 0.01
C -2.845219 1.080012 0.775583 0.01 0.01 -0.05
C -3.798400 1.751531 1.726883 0.01 0.02 -0.02
N -1.638445 0.803377 1.047127 0.08 0.07 0.02
C -1.117798 1.061451 2.345691 -0.07 0.03 0.02
C -1.039131 -0.021720 3.221200 0.00 0.01 -0.01
C -1.518455 -1.375396 2.777982 0.05 -0.01 0.02
C -0.489754 0.184586 4.480868 -0.01 -0.02 0.01
C -0.041716 1.439340 4.859847 0.01 0.02 0.01
C -0.127544 2.499049 3.970480 0.03 -0.02 0.01
C -0.646914 2.330625 2.692401 0.00 -0.03 -0.03
C -0.613162 3.448181 1.690645 0.00 0.00 -0.01
H -3.345418 -3.864489 -1.033559 0.00 -0.01 0.00
H -4.268617 -2.549067 -0.284682 0.01 0.00 0.00
H -2.519020 -2.430351 -0.407762 0.01 -0.01 -0.01
H -4.265273 -3.874052 -3.249732 0.00 0.00 0.00
H -4.574849 -2.743929 -5.439191 0.00 0.00 0.00
H -4.035824 -0.344852 -5.661244 0.00 0.00 0.00
H -3.726973 1.784755 -4.599578 -0.01 0.01 0.01
H -2.046542 1.455918 -4.148561 -0.01 -0.01 -0.02
H -3.157830 1.946697 -2.918586 0.01 -0.01 -0.03
H -5.086736 0.743413 -1.888743 -0.01 0.00 0.02
H -4.771600 2.222855 -0.967724 0.01 0.00 -0.01
H -5.515093 0.831307 -0.170310 0.00 0.01 0.00
H -4.121025 2.704648 1.302212 0.00 0.00 0.00
H -3.322054 1.936713 2.685653 -0.01 0.00 0.01
H -4.691044 1.142162 1.879555 0.01 -0.01 0.00
H -1.005390 -1.667699 1.859403 -0.02 0.00 -0.02
H -2.591993 -1.377674 2.569687 0.00 0.00 -0.01
H -1.315953 -2.125164 3.543613 0.00 0.01 0.00
H -0.404667 -0.655057 5.161859 0.00 0.00 0.00
H 0.399593 1.588159 5.837858 -0.01 0.00 0.00
H 0.254532 3.472637 4.253966 0.00 0.01 -0.01
H -0.458270 4.406235 2.188432 0.01 0.00 0.00
H -1.513905 3.509314 1.080464 -0.02 0.00 0.00
H 0.211910 3.289975 0.987982 -0.01 0.00 0.00
Se 3.178431 -1.720020 -1.070296 0.15 -0.19 0.06
C 4.848349 -0.890693 -0.618784 -0.10 0.12 0.03
C 4.919706 0.502064 -0.604358 0.00 -0.02 0.03
C 6.109037 1.127666 -0.268593 0.01 0.00 0.00
C 7.244172 0.375570 0.012329 0.00 0.03 0.00
C 7.177656 -1.008818 -0.026987 -0.02 -0.03 0.00
C 5.977658 -1.643158 -0.328611 0.03 -0.03 0.01
H 4.038214 1.091073 -0.834296 0.01 0.02 -0.02
H 6.145302 2.209337 -0.226887 0.00 -0.01 -0.01
H 8.173444 0.869877 0.269545 0.00 0.00 0.00
H 8.055000 -1.602692 0.203627 0.00 0.00 0.00
H 5.913359 -2.724567 -0.308204 0.00 0.00 -0.01
O 1.293123 -1.108038 0.945331 -0.08 0.03 -0.03
N 2.072066 -0.508932 -0.225591 -0.31 0.27 0.00
O 1.871806 1.261936 1.531306 0.05 -0.02 0.07
B 2.259878 -0.123220 1.249266 0.08 0.06 -0.03
O 3.414179 -0.411282 2.089359 0.03 -0.02 -0.07
C 3.790559 0.777280 2.612885 0.02 -0.03 0.00
C 4.899598 1.055207 3.376483 0.01 -0.02 -0.01
C 5.093002 2.381684 3.785738 -0.01 0.02 0.00
C 4.200248 3.376941 3.421075 0.02 -0.01 0.01
C 3.071344 3.088710 2.643159 -0.02 -0.01 0.02
C 2.876294 1.780508 2.263357 -0.03 0.05 -0.01
H 5.605332 0.271847 3.623423 0.00 0.01 0.01
H 5.963559 2.633451 4.380155 0.00 0.00 0.00
H 4.383051 4.399637 3.729214 0.00 0.00 0.00
H 2.383885 3.861374 2.324722 -0.01 0.00 0.01
```
Positions in Å, forces in eV/Å.

These are the Mulliken partial charges, in e, on atoms 1 to 5: 1.304, -0.802, 0.181, -0.043, 0.276